No. 1
Molecular formula: C17H41BrN6O10P4SiV
Method: DFT, ωB97M-V/def2-TZVPD

```
81
Properties=species:S:1:pos:R:3
V 0.82 -0.46 0.57
C -6.51 0.88 0.90
N -5.65 -0.28 0.70
C -6.28 -1.34 -0.06
P -3.99 -0.04 0.69
O -3.64 1.36 0.91
O -3.66 -0.64 -0.78
P -2.28 -0.68 -1.64
O -1.03 -0.58 -0.88
N -2.46 0.54 -2.73
C -2.22 1.89 -2.22
C -3.56 0.47 -3.67
N -2.44 -2.10 -2.45
C -1.26 -2.93 -2.63
C -3.70 -2.81 -2.60
N -3.22 -1.10 1.68
C -3.01 -0.69 3.06
C -3.40 -2.53 1.52
H -7.38 0.59 1.49
H -6.85 1.29 -0.05
H -5.96 1.65 1.43
H -7.19 -1.66 0.44
H -5.62 -2.21 -0.14
H -6.54 -1.01 -1.07
H -1.40 1.87 -1.51
H -3.11 2.30 -1.72
H -1.95 2.55 -3.05
H -3.63 -0.52 -4.11
H -3.38 1.18 -4.48
H -4.52 0.73 -3.21
H -0.36 -2.34 -2.47
H -1.26 -3.34 -3.64
H -1.23 -3.75 -1.90
H -4.55 -2.16 -2.42
H -3.76 -3.66 -1.91
H -3.78 -3.21 -3.62
H -2.87 0.39 3.11
H -2.11 -1.16 3.44
H -3.87 -0.98 3.69
H -3.42 -2.81 0.47
H -4.33 -2.88 2.01
H -2.55 -3.04 1.98
O -0.32 1.53 4.04
P 0.80 0.45 3.59
O 1.39 -0.18 4.79
O 0.16 -0.36 2.48
O 1.87 1.43 2.85
P 3.13 0.88 1.97
O 4.19 0.40 3.06
O 3.64 1.96 1.12
O 2.62 -0.43 1.37
H -0.15 1.75 4.96
H 4.64 1.16 3.44
C -0.43 3.20 1.30
C 0.27 2.85 0.02
C 0.46 3.79 -0.98
C 1.09 3.40 -2.16
C 1.51 2.10 -2.34
C 1.32 1.19 -1.28
N 0.70 1.60 -0.13
N 1.67 -0.11 -1.21
Si 2.94 -0.83 -2.14
C 3.55 -2.38 -1.31
C 2.31 -1.28 -3.86
C 4.37 0.38 -2.30
H 0.24 3.79 1.93
H -0.73 2.31 1.84
H -1.32 3.80 1.09
H 0.12 4.81 -0.83
H 1.24 4.12 -2.95
H 1.98 1.78 -3.25
H 2.84 -3.20 -1.39
H 3.71 -2.20 -0.24
H 4.50 -2.68 -1.76
H 1.40 -1.88 -3.79
H 3.06 -1.86 -4.41
H 2.08 -0.39 -4.46
H 4.42 0.99 -1.39
H 4.29 1.05 -3.16
H 5.31 -0.17 -2.39
Br 0.53 -2.96 0.53
```

Output
spin multiplicity = 3
orbital gap (alpha / beta) = 7.2 / 7.2 eV
charge = -1
ΔE to the lowest compared entry with this formula, charge and spin = 1.3668 eV
⟨S²⟩ = 2.01
LUMO level (alpha / beta) = 2.17 / 2.17 eV

Computed Mulliken charges, given in elementary charges: number 1, V, carries 0.431; number 2, C, carries -1.084; number 3, N, carries 0.156; number 4, C, carries -0.805; number 5, P, carries 0.071; number 6, O, carries -0.972; number 7, O, carries 0.128; number 8, P, carries -1.631; number 9, O, carries 2.085; number 10, N, carries 0.378; number 11, C, carries -0.795; number 12, C, carries -0.903; number 13, N, carries 0.606; number 14, C, carries -0.630; number 15, C, carries -1.044; number 16, N, carries 0.828; number 17, C, carries -1.263; number 18, C, carries -0.818; number 19, H, carries 0.347; number 20, H, carries 0.311; number 21, H, carries 0.316; number 22, H, carries 0.322; number 23, H, carries 0.204; number 24, H, carries 0.278; number 25, H, carries -0.113; number 26, H, carries 0.297; number 27, H, carries 0.445; number 28, H, carries 0.261; number 29, H, carries 0.375; number 30, H, carries 0.209; number 31, H, carries -0.322; number 32, H, carries 0.354; number 33, H, carries 0.313; number 34, H, carries 0.265; number 35, H, carries 0.321; number 36, H, carries 0.403; number 37, H, carries 0.423; number 38, H, carries 0.273; number 39, H, carries 0.267; number 40, H, carries 0.050; number 41, H, carries 0.226; number 42, H, carries 0.351; number 43, O, carries -0.542; number 44, P, carries 0.731; number 45, O, carries -0.756; number 46, O, carries -0.450; number 47, O, carries -0.045; number 48, P, carries 0.377; number 49, O, carries -0.462; number 50, O, carries -0.711; number 51, O, carries -0.355; number 52, H, carries 0.288; number 53, H, carries 0.311; number 54, C, carries -1.360; number 55, C, carries 0.202; number 56, C, carries -0.848; number 57, C, carries -0.793; number 58, C, carries -0.668; number 59, C, carries -0.050; number 60, N, carries 1.573; number 61, N, carries 0.843; number 62, Si, carries 0.065; number 63, C, carries -1.046; number 64, C, carries -0.995; number 65, C, carries -1.192; number 66, H, carries 0.302; number 67, H, carries -0.287; number 68, H, carries 0.549; number 69, H, carries 0.482; number 70, H, carries 0.397; number 71, H, carries 0.396; number 72, H, carries 0.254; number 73, H, carries 0.190; number 74, H, carries 0.416; number 75, H, carries 0.174; number 76, H, carries 0.378; number 77, H, carries 0.277; number 78, H, carries 0.328; number 79, H, carries 0.308; number 80, H, carries 0.448; number 81, Br, carries -0.642



No. 2
Molecular formula: C17H41Cl15O16P4
Method: DFT, ωB97M-V/def2-TZVPD

```
93
Properties=species:S:1:pos:R:3
C 6.30 -1.77 0.36
O 5.92 -3.13 0.49
P 4.96 -3.59 1.69
O 5.17 -2.79 2.89
O 3.48 -3.53 1.10
C 3.12 -4.37 0.02
O 5.18 -5.15 1.82
C 6.47 -5.67 2.09
H 6.14 -1.35 -0.64
H 7.36 -1.69 0.60
H 5.73 -1.11 1.02
H 2.79 -3.77 -0.83
H 2.33 -5.10 0.25
H 3.96 -4.99 -0.31
H 6.85 -6.28 1.27
H 6.45 -6.26 3.01
H 7.23 -4.91 2.30
C -5.62 2.68 -2.46
O -5.33 2.16 -1.18
P -4.75 0.66 -1.07
O -5.07 -0.17 -2.23
O -3.21 0.83 -0.72
C -2.36 1.43 -1.69
O -5.26 0.21 0.34
C -6.66 0.07 0.59
H -5.02 2.21 -3.23
H -5.41 3.75 -2.44
H -6.67 2.57 -2.73
H -1.52 0.77 -1.90
H -1.90 2.35 -1.30
H -2.87 1.67 -2.62
H -6.77 -0.93 0.98
H -7.23 0.25 -0.32
H -6.91 0.81 1.34
C -2.70 0.62 2.65
O -2.33 0.94 4.00
P -3.39 1.70 4.88
O -4.73 1.11 4.95
O -2.58 1.78 6.25
C -3.31 2.01 7.47
O -3.33 3.17 4.27
C -4.20 4.17 4.81
H -3.78 0.63 2.51
H -2.26 -0.34 2.39
H -2.22 1.35 1.99
H -3.21 3.06 7.75
H -2.94 1.36 8.26
H -4.37 1.74 7.35
H -3.66 4.85 5.48
H -5.08 3.77 5.32
H -4.59 4.76 3.98
C 0.32 3.08 -6.64
O 1.16 2.12 -5.94
P 0.67 1.38 -4.63
O -0.15 2.07 -3.64
O -0.02 0.05 -5.18
C -1.44 -0.03 -5.32
O 2.03 0.83 -4.03
C 3.05 0.27 -4.86
H -0.62 3.25 -6.11
H 0.15 2.67 -7.63
H 0.83 4.04 -6.69
H -1.81 -0.91 -4.79
H -1.70 -0.16 -6.37
H -1.93 0.87 -4.94
H 3.97 0.85 -4.82
H 2.74 0.21 -5.91
H 3.29 -0.74 -4.52
C 4.54 0.48 3.52
Cl 5.75 -0.12 4.67
Cl 5.27 1.42 2.24
Cl 3.32 1.45 4.39
H 4.04 -0.41 3.15
C 1.10 -0.10 -0.45
Cl 1.73 -1.13 -1.75
Cl 2.25 0.18 0.84
Cl -0.45 -0.71 0.16
H 0.89 0.83 -0.95
C -2.21 -2.79 -1.98
Cl -1.96 -3.96 -0.68
Cl -3.69 -1.86 -1.76
Cl -2.22 -3.56 -3.58
H -1.36 -2.11 -1.94
C 0.79 -2.75 2.93
Cl 1.17 -1.35 3.94
Cl -0.89 -3.14 2.72
Cl 1.66 -4.16 3.57
H 1.23 -2.47 1.98
C 4.04 2.75 -2.07
Cl 2.47 2.97 -1.28
Cl 4.94 1.37 -1.45
Cl 5.01 4.22 -1.89
H 3.83 2.58 -3.12
```

Output
spin multiplicity = 1
orbital gap = 10.1 eV
charge = 0
ΔE to the lowest compared entry with this formula, charge and spin = 0.0000 eV
LUMO level = 0.27 eV

Computed Mulliken charges, given in elementary charges: number 1, C, carries -0.224; number 2, O, carries -0.329; number 3, P, carries 0.599; number 4, O, carries -0.593; number 5, O, carries 0.257; number 6, C, carries -0.622; number 7, O, carries -0.283; number 8, C, carries -0.776; number 9, H, carries 0.180; number 10, H, carries 0.313; number 11, H, carries -0.058; number 12, H, carries 0.106; number 13, H, carries 0.289; number 14, H, carries 0.319; number 15, H, carries 0.287; number 16, H, carries 0.273; number 17, H, carries 0.323; number 18, C, carries -0.661; number 19, O, carries -0.224; number 20, P, carries 0.374; number 21, O, carries -0.769; number 22, O, carries 0.550; number 23, C, carries -0.229; number 24, O, carries -0.094; number 25, C, carries -0.849; number 26, H, carries 0.276; number 27, H, carries 0.247; number 28, H, carries 0.270; number 29, H, carries -0.135; number 30, H, carries 0.323; number 31, H, carries 0.088; number 32, H, carries 0.293; number 33, H, carries 0.338; number 34, H, carries 0.263; number 35, C, carries -0.343; number 36, O, carries -0.154; number 37, P, carries 0.935; number 38, O, carries -0.708; number 39, O, carries -0.288; number 40, C, carries -0.726; number 41, O, carries -0.279; number 42, C, carries -0.755; number 43, H, carries 0.299; number 44, H, carries -0.038; number 45, H, carries 0.250; number 46, H, carries 0.270; number 47, H, carries 0.263; number 48, H, carries 0.342; number 49, H, carries 0.259; number 50, H, carries 0.354; number 51, H, carries 0.273; number 52, C, carries -0.690; number 53, O, carries -0.418; number 54, P, carries 0.995; number 55, O, carries -0.654; number 56, O, carries -0.411; number 57, C, carries -0.346; number 58, O, carries 0.275; number 59, C, carries -0.739; number 60, H, carries 0.292; number 61, H, carries 0.276; number 62, H, carries 0.267; number 63, H, carries -0.034; number 64, H, carries 0.319; number 65, H, carries 0.223; number 66, H, carries 0.285; number 67, H, carries 0.265; number 68, H, carries 0.207; number 69, C, carries 0.738; number 70, Cl, carries -0.124; number 71, Cl, carries -0.110; number 72, Cl, carries -0.133; number 73, H, carries -0.462; number 74, C, carries -0.049; number 75, Cl, carries -0.201; number 76, Cl, carries 0.283; number 77, Cl, carries 0.170; number 78, H, carries -0.144; number 79, C, carries 0.795; number 80, Cl, carries -0.136; number 81, Cl, carries -0.011; number 82, Cl, carries -0.176; number 83, H, carries -0.522; number 84, C, carries 0.947; number 85, Cl, carries -0.079; number 86, Cl, carries -0.109; number 87, Cl, carries -0.149; number 88, H, carries -0.679; number 89, C, carries 0.272; number 90, Cl, carries -0.104; number 91, Cl, carries -0.038; number 92, Cl, carries -0.143; number 93, H, carries -0.028



No. 3
Molecular formula: C17H42N4O7S
Method: DFT, ωB97M-V/def2-TZVPD

```
71
Properties=species:S:1:pos:R:3
C -0.05 4.63 4.03
C -0.53 3.38 3.26
C -1.92 3.32 2.53
N 0.29 2.35 3.21
C 0.95 2.39 1.90
C 1.28 1.04 1.17
O 2.71 0.90 1.27
S 3.51 2.25 1.77
O 4.13 1.94 3.07
O 4.27 3.02 0.78
O 2.16 3.16 2.10
H 1.02 4.84 3.88
H -0.21 4.50 5.13
H -0.66 5.53 3.75
H -1.82 3.99 1.63
H -2.07 2.28 2.17
H -2.68 3.68 3.26
H 0.40 2.99 1.14
H 0.87 1.02 0.13
H 0.79 0.19 1.68
C 1.08 -3.71 -3.48
C 0.62 -2.26 -3.39
C 1.56 -1.37 -2.56
O 1.44 -1.53 -1.15
C 2.16 -2.64 -0.63
N -0.76 -2.23 -2.87
H 0.89 -4.27 -2.56
H 0.55 -4.23 -4.28
H 2.15 -3.77 -3.69
H 0.61 -1.86 -4.41
H 1.29 -0.32 -2.75
H 2.60 -1.48 -2.87
H 3.10 -2.81 -1.16
H 1.54 -3.54 -0.64
H 2.40 -2.42 0.42
H -1.10 -1.27 -2.91
H -0.71 -2.43 -1.87
C -6.86 6.76 2.58
C -5.61 7.64 2.64
C -4.31 6.85 2.83
O -4.09 6.39 4.15
C -4.77 5.19 4.48
N -5.80 8.65 3.69
H -7.16 6.40 3.56
H -7.70 7.33 2.18
H -6.70 5.90 1.93
H -5.54 8.16 1.68
H -3.47 7.53 2.62
H -4.23 6.03 2.11
H -4.83 4.51 3.62
H -5.76 5.40 4.87
H -4.20 4.69 5.27
H -5.01 9.30 3.66
H -5.69 8.18 4.58
C 2.88 -7.20 -5.17
C 3.99 -6.75 -4.23
C 4.66 -7.91 -3.47
O 3.90 -8.42 -2.39
C 2.90 -9.35 -2.76
N 3.45 -5.74 -3.31
H 1.97 -7.46 -4.64
H 2.64 -6.40 -5.87
H 3.20 -8.07 -5.76
H 4.77 -6.27 -4.84
H 5.58 -7.52 -3.01
H 4.96 -8.71 -4.15
H 3.22 -9.97 -3.60
H 1.97 -8.84 -3.00
H 2.71 -10.00 -1.90
H 4.22 -5.37 -2.75
H 2.87 -6.22 -2.63
```

Output
spin multiplicity = 1
orbital gap = 8.3 eV
SMILES = CC(C)=N[C@@H]1COS(=O)(=O)O1.COC[C@@H](C)N.COC[C@@H](C)N.COC[C@@H](C)N
charge = 0
LUMO level = -0.17 eV

Computed Mulliken charges, given in elementary charges: number 1, C, carries -0.933; number 2, C, carries 0.626; number 3, C, carries -0.767; number 4, N, carries -0.585; number 5, C, carries 0.552; number 6, C, carries -0.299; number 7, O, carries -0.281; number 8, S, carries 0.970; number 9, O, carries -0.545; number 10, O, carries -0.541; number 11, O, carries -0.351; number 12, H, carries 0.308; number 13, H, carries 0.289; number 14, H, carries 0.250; number 15, H, carries 0.345; number 16, H, carries 0.364; number 17, H, carries -0.001; number 18, H, carries 0.121; number 19, H, carries 0.179; number 20, H, carries 0.273; number 21, C, carries -1.383; number 22, C, carries 0.471; number 23, C, carries -0.806; number 24, O, carries -0.243; number 25, C, carries -0.792; number 26, N, carries -0.785; number 27, H, carries 0.129; number 28, H, carries 0.431; number 29, H, carries 0.336; number 30, H, carries 0.430; number 31, H, carries 0.348; number 32, H, carries 0.418; number 33, H, carries 0.334; number 34, H, carries 0.267; number 35, H, carries 0.271; number 36, H, carries 0.279; number 37, H, carries 0.326; number 38, C, carries -1.395; number 39, C, carries 0.304; number 40, C, carries -0.550; number 41, O, carries -0.401; number 42, C, carries -0.776; number 43, N, carries -0.738; number 44, H, carries 0.281; number 45, H, carries 0.349; number 46, H, carries 0.342; number 47, H, carries 0.416; number 48, H, carries 0.345; number 49, H, carries 0.344; number 50, H, carries 0.325; number 51, H, carries 0.260; number 52, H, carries 0.288; number 53, H, carries 0.272; number 54, H, carries 0.325; number 55, C, carries -1.456; number 56, C, carries 0.165; number 57, C, carries -0.663; number 58, O, carries -0.377; number 59, C, carries -0.634; number 60, N, carries -0.436; number 61, H, carries 0.283; number 62, H, carries 0.344; number 63, H, carries 0.379; number 64, H, carries 0.361; number 65, H, carries 0.349; number 66, H, carries 0.411; number 67, H, carries 0.294; number 68, H, carries 0.223; number 69, H, carries 0.260; number 70, H, carries 0.233; number 71, H, carries 0.269